# C39H19F9N9O4Zr

C39H19F9N9O4Zr as an isolated structure (ωB97M-V/def2-TZVPD, OMol25).

2S+1   1
Strongest force on any atom   0.56 eV Å⁻¹
Net charge   -1
Gap between HOMO and LUMO (spin up / spin down)   4.815 / 4.818 eV

Geometry as XYZ:
```
81
Properties=species:S:1:pos:R:3:forces:R:3:mulliken_charge:R:1
Zr -0.201 -0.421 0.216 -0.56 0.07 0.04 -0.02
C -4.152 4.977 -0.350 0.06 0.03 0.04 -0.70
C -4.972 4.121 -1.093 -0.03 -0.06 -0.04 -0.63
C -4.526 2.874 -1.500 -0.04 0.00 -0.02 -0.23
C -3.241 2.505 -1.134 0.12 0.05 0.04 0.29
C -2.453 1.299 -1.375 0.01 0.00 -0.01 0.21
N -1.246 1.406 -0.756 -0.01 -0.15 0.23 -0.12
C -1.165 2.650 -0.199 0.04 0.03 0.03 -0.18
N -0.130 3.200 0.385 0.00 0.03 -0.01 -0.39
C 1.027 2.575 0.539 -0.03 0.00 0.02 0.01
C 2.183 3.243 1.113 0.07 -0.06 -0.02 0.56
C 2.370 4.528 1.606 -0.01 0.04 0.01 -0.38
C 3.620 4.843 2.107 -0.02 0.01 0.00 -0.65
C 4.660 3.901 2.110 0.01 -0.02 0.00 -0.73
C 4.472 2.624 1.614 0.04 -0.01 0.01 -0.18
C 3.213 2.307 1.119 -0.07 0.08 -0.01 0.29
C 2.662 1.096 0.536 -0.06 -0.03 0.00 -0.20
N 3.390 0.023 0.312 0.02 -0.04 0.00 -0.54
C 2.942 -1.005 -0.382 0.01 0.04 0.01 -0.18
N 1.678 -1.190 -0.874 -0.04 -0.05 0.01 -0.06
C 1.717 -2.251 -1.732 0.00 -0.02 -0.05 -0.23
N 0.764 -2.689 -2.535 0.03 -0.01 0.03 -0.50
C -0.409 -2.116 -2.627 -0.02 -0.02 -0.04 -0.11
N -0.885 -1.037 -1.931 0.11 0.07 0.05 0.10
C -2.097 -0.711 -2.447 -0.08 0.00 -0.02 0.04
N -2.867 0.324 -2.154 0.02 -0.04 0.00 -0.47
C -2.473 -1.664 -3.484 0.11 -0.06 0.01 0.14
C -3.599 -1.778 -4.285 -0.05 -0.01 -0.03 -0.26
C -3.627 -2.815 -5.203 -0.02 0.05 0.02 -0.64
C -2.552 -3.704 -5.322 0.05 -0.02 0.01 -0.67
C -1.424 -3.580 -4.528 0.00 -0.05 -0.03 -0.17
C -1.404 -2.548 -3.602 -0.09 0.09 0.03 0.25
C 3.043 -2.837 -1.727 0.06 0.09 0.09 0.29
C 3.592 -3.923 -2.402 -0.01 -0.05 -0.03 -0.17
C 4.924 -4.210 -2.176 -0.02 -0.01 -0.02 -0.69
C 5.700 -3.426 -1.306 0.00 0.03 0.02 -0.65
C 5.159 -2.339 -0.647 0.05 0.00 0.02 -0.28
C 3.814 -2.059 -0.863 -0.07 -0.06 -0.07 0.24
N 1.343 1.293 0.221 0.12 0.01 0.03 -0.29
C -2.425 3.359 -0.396 -0.04 -0.09 -0.10 0.39
C -2.865 4.610 0.005 -0.02 0.06 0.01 -0.24
H -4.539 5.942 -0.044 0.00 0.00 0.00 0.39
H -5.975 4.442 -1.347 0.00 -0.01 0.00 0.39
H -5.152 2.199 -2.069 -0.01 0.01 0.00 0.56
H 1.556 5.241 1.603 0.01 0.00 0.00 0.56
H 3.804 5.831 2.511 -0.01 0.00 0.00 0.40
H 5.623 4.184 2.515 0.00 -0.01 0.00 0.39
H 5.265 1.888 1.617 0.00 0.01 0.00 0.56
H -4.421 -1.082 -4.182 0.00 -0.01 0.00 0.56
H -4.493 -2.945 -5.840 0.00 0.00 0.00 0.39
H -2.610 -4.505 -6.050 0.01 0.00 0.00 0.39
H -0.587 -4.261 -4.612 0.00 0.00 -0.01 0.56
H 2.983 -4.516 -3.071 0.01 0.00 0.00 0.57
H 5.384 -5.054 -2.674 -0.01 0.00 0.00 0.39
H 6.740 -3.684 -1.154 0.00 0.01 0.01 0.40
H 5.749 -1.725 0.021 0.00 0.00 -0.01 0.55
H -2.222 5.260 0.585 0.00 0.00 0.00 0.57
O -4.572 -1.258 0.753 0.00 0.00 0.01 -0.71
C -3.392 -1.217 0.645 0.03 -0.03 0.04 0.88
N -2.207 -1.194 0.549 0.17 0.14 -0.08 -0.67
C -1.787 -0.364 3.800 0.01 -0.01 -0.04 -1.76
C -0.800 0.683 3.287 -0.21 0.08 -0.01 0.88
O -0.588 0.601 1.944 0.39 -0.18 -0.13 1.18
C 0.541 0.553 4.068 -0.01 0.10 -0.04 0.24
F 1.563 1.111 3.405 -0.04 -0.01 0.05 -0.12
F 0.473 1.157 5.277 0.02 -0.03 -0.02 -0.34
F 0.865 -0.722 4.302 0.02 -0.04 -0.04 -0.25
C -1.389 2.096 3.559 -0.04 -0.04 -0.04 0.34
F -0.484 3.072 3.386 0.01 -0.01 0.01 -0.22
F -1.890 2.235 4.802 0.01 -0.01 0.05 -0.32
F -2.404 2.334 2.716 0.00 0.01 -0.04 -0.22
H -1.421 -1.345 3.508 -0.01 -0.01 0.02 0.15
H -2.752 -0.198 3.323 -0.01 0.01 0.02 0.38
H -1.897 -0.317 4.883 0.00 -0.01 0.00 0.45
F -0.411 -5.258 1.822 -0.01 -0.02 -0.02 -0.27
C 0.222 -4.174 2.271 0.10 0.06 0.00 0.61
F -0.343 -3.823 3.435 -0.01 0.00 0.00 -0.24
F 1.496 -4.525 2.528 0.03 0.01 0.01 -0.29
C 0.179 -3.011 1.252 -0.07 -0.18 0.00 0.54
O -0.185 -3.232 0.106 -0.03 0.11 0.04 -0.40
O 0.521 -1.879 1.717 0.03 0.12 -0.04 -0.73
```
Positions in Å, forces in eV/Å.


# H3N2O2P

A 2-piece molecular cluster, H3N2O2P overall (ωB97M-V/def2-TZVPD, OMol25).

2S+1   3
Expectation value of S²   2.0085
Strongest force on any atom   3.01 eV Å⁻¹
Net charge   0
Gap between HOMO and LUMO (spin up / spin down)   9.434 / 8.023 eV

Geometry as XYZ:
```
8
Properties=species:S:1:pos:R:3:forces:R:3:mulliken_charge:R:1
N -0.881 -0.631 -1.660 -1.43 0.88 1.24 -0.50
N 0.557 0.699 1.344 -0.93 0.52 -1.38 0.76
O 0.547 0.738 2.539 0.36 -0.14 1.32 -0.53
O 0.095 1.592 0.628 0.38 -0.49 0.14 -0.49
P 1.037 -0.863 0.527 0.78 0.82 -0.76 0.10
H -1.385 0.086 -0.963 0.89 -2.15 -1.90 0.27
H -1.452 -1.512 -1.757 0.15 1.27 0.34 0.25
H 1.482 -0.110 -0.658 -0.21 -0.71 1.00 0.15
```
Positions in Å, forces in eV/Å.


# C8H13N3O8

A 3-piece molecular cluster, C8H13N3O8 overall (ωB97M-V/def2-TZVPD, OMol25).

2S+1   1
Strongest force on any atom   11.84 eV Å⁻¹
SMILES   N#CO[C@@](N=C=O)(OC=O)ON=O.CCO.CCO
Net charge   0
Gap between HOMO and LUMO   8.426 eV

Geometry as XYZ:
```
32
Properties=species:S:1:pos:R:3:forces:R:3:mulliken_charge:R:1
N 3.992 -1.546 -2.967 -10.38 3.07 -4.07 -0.45
C 2.838 -1.196 -3.443 6.55 -2.03 0.96 0.51
O 1.675 -0.850 -4.296 2.43 1.01 4.03 -0.28
C 0.775 0.051 -3.510 0.23 -1.12 0.43 0.78
N -0.260 -0.877 -2.870 0.97 3.65 6.74 -0.40
C -0.432 -0.501 -1.532 -5.81 1.98 1.51 0.62
O -1.105 -0.068 -0.429 6.25 -3.97 -9.24 -0.41
O 1.592 0.758 -2.471 -1.83 1.77 -2.71 -0.29
C 1.445 2.212 -2.634 4.50 5.43 -2.99 0.24
O 2.401 3.031 -3.146 -6.54 -6.53 3.90 -0.45
O 0.148 1.031 -4.455 3.56 -1.70 1.87 -0.12
N -1.198 1.046 -4.285 -3.89 3.96 1.53 0.14
O -1.589 2.180 -4.001 1.73 -4.20 -1.47 -0.23
H 0.405 2.694 -2.326 2.22 -1.39 -0.44 0.29
C -2.485 -0.094 3.843 0.08 0.00 0.25 -0.93
C -3.636 0.268 2.927 0.30 -0.16 -0.08 -0.19
O -3.140 0.853 1.732 0.13 -0.04 -0.34 -0.46
H -1.895 0.795 4.088 -0.16 -0.08 -0.01 0.25
H -2.851 -0.542 4.771 0.10 -0.01 -0.05 0.36
H -1.808 -0.800 3.353 -0.11 -0.05 0.06 0.23
H -4.299 0.991 3.412 0.09 -0.01 -0.23 0.29
H -4.224 -0.618 2.666 -0.11 -0.03 0.20 0.25
H -2.560 0.200 1.305 -0.32 0.39 0.21 0.26
C 1.329 -0.343 1.985 -0.21 0.06 0.19 -0.71
C 2.080 -1.626 1.698 0.04 0.35 -0.04 -0.33
O 2.131 -1.857 0.298 -0.02 0.11 -0.48 -0.48
H 0.311 -0.395 1.585 0.17 -0.05 0.15 -0.01
H 1.276 -0.153 3.060 0.00 0.08 -0.09 0.35
H 1.818 0.509 1.500 0.05 -0.03 0.12 0.36
H 1.575 -2.477 2.166 0.10 0.03 -0.24 0.30
H 3.103 -1.577 2.084 -0.05 -0.04 0.19 0.28
H 2.588 -1.100 -0.107 -0.10 -0.45 0.15 0.24
```
Positions in Å, forces in eV/Å.


# C25H34N9O2SSe2Tl

C25H34N9O2SSe2Tl as an isolated structure (ωB97M-V/def2-TZVPD, OMol25).

2S+1   1
Strongest force on any atom   3.61 eV Å⁻¹
Net charge   0
Gap between HOMO and LUMO   6.161 eV

Geometry as XYZ:
```
74
Properties=species:S:1:pos:R:3:forces:R:3:mulliken_charge:R:1
Tl -16.570 -5.583 10.900 0.34 -0.43 -0.01 0.98
N -18.022 -7.941 10.861 2.65 -1.24 0.38 -0.41
C -17.518 -8.949 11.889 1.05 1.23 -0.49 -0.64
C -17.808 -8.461 13.321 0.09 -0.27 -0.54 -1.07
N -17.128 -7.182 13.621 -0.49 0.14 0.69 0.97
C -15.903 -7.349 14.399 0.50 -0.40 1.01 -1.12
C -14.788 -8.243 13.818 -0.75 -0.30 0.68 -0.99
N -14.386 -7.873 12.479 0.08 0.46 -0.38 -0.20
C -18.009 -6.260 14.398 1.12 1.17 0.03 -1.11
C -18.852 -5.348 13.463 -0.67 -0.95 2.15 -0.29
N -18.038 -4.478 12.682 -0.20 1.22 0.33 -0.34
H -18.996 -7.803 10.889 -1.37 -0.03 -0.10 0.07
H -17.687 -8.151 9.895 -0.57 0.17 1.07 0.20
H -16.397 -9.043 11.783 -1.26 0.05 -0.27 0.24
H -18.006 -9.905 11.780 -0.04 -0.54 -0.19 0.50
H -17.617 -9.311 14.073 -0.11 1.25 -0.83 0.30
H -18.885 -8.296 13.262 -0.16 0.23 0.66 0.45
H -16.213 -7.716 15.419 0.51 -0.27 -0.55 0.43
H -15.451 -6.379 14.646 -0.25 0.10 -0.58 0.52
H -15.153 -9.285 13.852 0.17 0.17 -0.30 0.36
H -13.943 -8.212 14.517 -0.16 0.09 0.22 0.47
H -13.505 -8.326 12.254 -0.16 0.14 -0.08 0.25
H -14.223 -6.860 12.415 0.01 -0.34 0.01 -0.03
H -17.299 -5.614 15.071 -1.39 -0.82 -1.38 0.41
H -18.662 -6.766 15.125 0.06 -0.22 -0.28 0.39
H -19.648 -4.878 14.123 0.91 0.03 -0.56 0.41
H -19.421 -5.918 12.751 -0.28 -0.76 -0.22 -0.04
H -17.389 -3.910 13.236 -0.09 -0.18 -0.28 0.27
H -18.686 -3.839 12.232 0.35 0.19 -0.31 0.19
Se -18.413 -5.170 6.957 0.80 0.10 0.60 -0.04
Se -18.595 -3.763 8.874 0.20 0.26 -1.32 -0.06
C -20.370 -4.365 9.121 -0.69 -0.24 0.58 0.12
C -21.493 -3.941 8.385 0.36 -0.45 0.34 -0.63
C -22.728 -4.358 8.874 -1.02 0.82 -0.35 -0.17
C -22.815 -5.173 9.984 -0.49 -0.19 -0.15 -0.82
C -21.640 -5.600 10.538 -0.15 -0.54 0.50 0.03
N -20.448 -5.209 10.163 0.47 0.74 -0.66 0.09
C -16.630 -5.935 7.290 1.22 -1.26 0.37 0.14
C -15.560 -5.456 6.344 0.40 -0.92 0.32 -0.80
C -14.280 -5.829 6.642 0.24 2.67 -2.42 -0.21
C -13.900 -6.764 7.703 -1.60 -1.10 1.88 1.97
C -15.118 -7.689 7.909 -1.24 0.16 0.09 -1.32
N -16.404 -6.850 8.179 0.04 0.56 -2.38 -0.17
H -21.428 -3.366 7.456 0.17 -0.02 0.60 0.39
H -23.670 -3.967 8.453 0.68 -0.34 -0.10 0.33
H -23.752 -5.533 10.407 0.13 0.28 -0.27 0.38
H -21.649 -6.308 11.337 -0.10 -0.39 0.61 0.36
H -15.906 -4.914 5.426 0.86 -0.17 1.21 0.36
H -13.400 -5.314 6.137 -1.35 -0.77 0.10 0.26
H -13.812 -6.193 8.656 0.54 -0.19 -0.26 -0.60
H -15.064 -8.274 8.808 0.51 -0.04 0.58 0.60
O -15.713 -2.893 12.771 1.14 -0.14 -0.53 -0.81
C -14.668 -3.186 12.178 0.28 -1.65 0.07 0.20
N -14.198 -4.490 11.905 -0.20 0.95 -0.31 -0.07
C -13.088 -4.404 11.086 0.13 -0.79 0.60 0.18
O -12.462 -5.364 10.594 -0.79 1.01 0.17 -0.76
C -12.674 -2.956 10.971 0.18 0.98 0.15 0.06
C -11.522 -2.300 10.511 -2.29 -0.42 0.86 -0.48
C -11.450 -0.931 10.773 -0.01 -1.03 -0.75 -0.49
C -12.462 -0.210 11.364 -0.01 1.86 0.42 -0.42
C -13.605 -0.855 11.844 -0.48 -0.38 0.56 -0.34
C -13.658 -2.229 11.639 0.19 0.76 0.06 0.22
H -10.823 -2.858 9.948 1.00 -0.23 -0.29 0.47
H -10.577 -0.456 10.422 0.85 0.86 -0.27 0.42
H -12.287 0.915 11.426 -0.53 -1.64 0.21 0.30
H -14.421 -0.414 12.469 0.90 -0.06 -0.89 0.37
N -11.486 -6.789 7.512 1.23 0.58 -0.78 -0.30
C -12.611 -7.505 7.450 1.79 -0.13 0.05 0.06
N -12.489 -8.803 7.211 -0.42 0.61 -0.20 -0.26
S -15.432 -8.857 6.551 0.02 0.05 0.28 -0.43
H -10.617 -7.183 7.077 -1.26 0.66 0.99 0.22
H -11.447 -5.808 7.845 -0.34 -1.14 -0.34 0.24
H -11.676 -9.277 6.770 -0.77 0.89 0.84 0.27
H -13.421 -9.248 7.141 -0.49 -0.44 -0.66 0.00
```
Positions in Å, forces in eV/Å.


# C24H24N2O6ReS4

C24H24N2O6ReS4 as an isolated structure (ωB97M-V/def2-TZVPD, OMol25).

2S+1   2
Expectation value of S²   0.7745
Strongest force on any atom   1.06 eV Å⁻¹
Net charge   0
Gap between HOMO and LUMO (spin up / spin down)   6.102 / 6.350 eV

Geometry as XYZ:
```
61
Properties=species:S:1:pos:R:3:forces:R:3:mulliken_charge:R:1
Re 0.929 2.329 1.528 -0.64 0.13 0.07 1.25
C -1.899 -4.660 1.715 0.01 0.05 0.03 -1.46
C -1.882 -3.173 1.939 -0.02 -0.01 -0.01 1.00
C -1.252 -2.321 1.036 0.00 0.01 0.02 -1.26
C -1.269 -0.947 1.218 0.01 0.02 -0.05 0.26
C -1.916 -0.421 2.324 -0.04 0.36 0.06 0.20
C -2.535 -1.251 3.247 -0.02 0.01 0.13 -0.45
C -2.512 -2.621 3.052 0.03 0.00 -0.05 -0.71
S -2.020 1.348 2.566 -0.25 -0.10 -0.28 1.17
O -2.781 1.547 3.767 0.11 0.01 0.13 -0.70
O -2.424 1.988 1.352 0.14 -0.14 0.06 -0.61
N -0.459 1.844 2.877 0.44 -0.27 -0.86 -0.27
C 0.144 1.187 4.035 0.09 0.03 -0.04 -0.71
C 1.348 0.345 3.569 -0.39 -0.10 0.83 0.67
O 1.917 -0.426 4.297 0.02 0.09 -0.32 -0.65
O 1.703 0.633 2.330 0.20 0.54 -0.36 -0.59
H -1.578 -4.905 0.703 0.01 -0.04 0.01 0.35
H -2.904 -5.057 1.862 0.01 -0.02 -0.01 0.38
H -1.238 -5.170 2.419 0.01 0.00 -0.01 0.31
H -0.752 -2.738 0.170 -0.02 0.01 -0.01 0.35
H -0.808 -0.288 0.497 0.05 0.06 -0.08 0.00
H -3.040 -0.810 4.097 0.01 -0.04 -0.01 0.54
H -2.997 -3.274 3.767 -0.03 0.02 0.00 0.41
H -0.573 0.560 4.563 0.07 0.00 0.07 0.39
H 0.532 1.920 4.749 -0.06 -0.02 0.01 0.37
C -4.099 -2.005 -4.036 -0.11 -0.15 0.02 -0.94
C -4.100 -1.797 -5.527 0.05 0.14 0.09 0.67
O -4.806 -2.393 -6.292 0.03 -0.04 0.01 -0.54
S -3.005 -0.550 -6.221 0.06 0.07 -0.04 -0.14
C -2.170 0.155 -4.813 -0.15 -0.13 -0.23 -0.43
C -0.926 -0.334 -4.430 0.00 0.04 0.05 -0.25
C -0.297 0.189 -3.314 -0.03 0.05 -0.01 -0.52
C -0.906 1.203 -2.567 -0.13 -0.05 -0.10 0.10
C -2.134 1.721 -2.991 0.03 -0.07 0.01 -0.62
C -2.757 1.203 -4.113 0.06 0.03 0.03 -0.27
C -0.310 1.662 -1.358 0.20 0.02 0.12 1.78
C 0.133 1.973 -0.270 0.41 -0.27 0.82 -1.90
H -4.537 -2.979 -3.826 -0.01 0.02 -0.04 0.33
H -4.719 -1.238 -3.569 0.05 0.04 -0.01 0.27
H -3.101 -1.939 -3.611 0.03 0.02 0.02 0.29
H -0.463 -1.126 -5.004 -0.01 -0.01 0.01 0.42
H 0.668 -0.191 -3.001 -0.01 -0.01 0.01 0.46
H -2.596 2.514 -2.419 -0.01 -0.01 0.00 0.50
H -3.706 1.600 -4.449 -0.02 -0.01 0.04 0.48
O 2.917 2.256 0.556 -0.94 -0.23 0.28 -0.75
S 3.457 0.818 0.457 0.80 -0.05 -0.69 0.84
C 4.611 0.878 -0.956 -0.18 -0.08 0.13 -0.75
C 5.847 0.137 -0.471 0.03 0.02 0.12 -0.57
C 6.139 0.707 0.917 0.01 -0.02 -0.08 -0.65
C 4.815 0.710 1.677 -0.08 -0.10 -0.01 -0.64
H 4.802 1.931 -1.163 -0.01 0.02 0.04 0.33
H 4.122 0.416 -1.811 -0.03 0.05 0.01 0.37
H 6.687 0.265 -1.152 -0.04 -0.01 -0.04 0.36
H 5.632 -0.933 -0.398 0.05 -0.01 -0.03 0.28
H 6.514 1.727 0.814 0.00 0.00 0.02 0.31
H 6.892 0.125 1.447 0.00 0.03 0.02 0.34
H 4.698 1.557 2.350 -0.13 -0.02 0.01 0.27
H 4.641 -0.210 2.236 -0.02 0.03 0.00 0.43
S -0.287 6.825 1.145 0.04 -0.16 0.02 -0.34
C 0.140 5.316 1.218 -0.06 0.17 -0.06 0.86
N 0.467 4.167 1.267 0.36 0.08 0.13 -0.64
```
Positions in Å, forces in eV/Å.


For each record above, in turn, the calculated M values are 939.85 94.01 279.21 886.98 750.94 g/mol.
For each record above, in turn, the calculated energy values are -3237.75022 -602.89599 -1078.39652 -6989.78865 -3160.86336 Ha.